No. 1
Formula: C41H61Cl48N6
Source: the Open Molecules 2025 dataset
Level of theory: wB97M-V/def2-TZVPD

Last columns: bonded neighbours and bond lengths (Å).
Atoms and positions in Å:
1 C -2.9749 -6.1658 5.3424  C2 1.517, H32 1.081, H33 1.079, H34 1.082
2 C -3.8717 -5.8120 4.1706  C1 1.517, N3 1.451, H35 1.081, H36 1.077
3 N -3.1318 -5.2922 3.0356  C2 1.451, C4 1.342, H37 1.003
4 C -2.6226 -4.0671 2.8342  N3 1.342, N5 1.325, N27 1.349
5 N -1.9972 -3.7603 1.7073  C4 1.325, C6 1.316
6 C -1.6349 -2.4991 1.8038  N5 1.316, C7 1.466, N24 1.328
7 C -0.9084 -1.7206 0.7961  C6 1.466, C8 1.525, H38 1.081, H39 1.087
8 C -0.9704 -2.3812 -0.5766  C7 1.525, C9 1.520, H40 1.080, H41 1.083
9 C 0.0193 -1.8056 -1.5767  C8 1.520, C10 1.508, H42 1.082, H43 1.084
10 C -0.0635 -0.3140 -1.7840  C9 1.508, C11 1.543, H44 1.084, H45 1.085
11 C 1.1468 0.2545 -2.5544  C10 1.543, C12 1.516, H46 1.081, H47 1.083
12 C 1.7708 1.4221 -1.8149  C11 1.516, C13 1.527, H48 1.082, H49 1.083
13 C 0.8949 2.6730 -1.8184  C12 1.527, C14 1.535, H50 1.079, H51 1.081
14 C 1.6870 3.9848 -1.8997  C13 1.535, C15 1.536, H52 1.081, H53 1.083
15 C 1.2032 5.0856 -0.9437  C14 1.536, C16 1.511, H54 1.082, H55 1.084
16 C 0.4471 6.1955 -1.6360  C15 1.511, C17 1.524, H56 1.084, H57 1.082
17 C -0.8833 5.7044 -2.1949  C16 1.524, C18 1.540, H58 1.081, H59 1.081
18 C -2.0010 5.6965 -1.1356  C17 1.540, N19 1.451, H60 1.077, H61 1.077
19 N -2.6640 4.4120 -1.0088  C18 1.451, C20 1.367, C23 1.371
20 C -3.7704 3.9605 -1.6722  N19 1.367, C21 1.383, H62 1.069
21 C -4.0360 2.6672 -1.2600  C20 1.383, C22 1.401, H63 1.066
22 C -3.0690 2.3315 -0.3040  C21 1.401, C23 1.383, H64 1.067
23 C -2.2361 3.4263 -0.1572  N19 1.371, C22 1.383, H65 1.067
24 N -2.0216 -1.9949 2.9694  C6 1.328, C25 1.456, N27 1.384
25 C -1.8243 -0.6272 3.4280  N24 1.456, C26 1.536, H66 1.075, H67 1.076
26 C -2.8435 0.3604 2.8396  C25 1.536, H68 1.078, H69 1.080, H70 1.077
27 N -2.6615 -3.0056 3.6659  C4 1.349, N24 1.384, C28 1.456
28 C -3.1927 -2.7533 4.9984  N27 1.456, C29 1.511, H71 1.081, H72 1.073
29 C -2.1883 -2.6387 6.1208  C28 1.511, C30 1.500, N31 1.261
30 C -0.7192 -2.8068 5.8703  C29 1.500, H73 1.079, H74 1.081, H75 1.079
31 N -2.7140 -2.3631 7.2338  C29 1.261, H76 1.016
32 H -2.5694 -5.3037 5.8535  C1 1.081
33 H -3.4662 -6.8503 6.0163  C1 1.079
34 H -2.1326 -6.7052 4.9300  C1 1.082
35 H -4.7068 -5.1895 4.4592  C2 1.081
36 H -4.3088 -6.7451 3.8561  C2 1.077
37 H -2.9673 -5.9274 2.2769  N3 1.003
38 H -1.3142 -0.7218 0.7228  C7 1.081
39 H 0.1292 -1.6074 1.0987  C7 1.087
40 H -0.7365 -3.4313 -0.4847  C8 1.080
41 H -1.9766 -2.2846 -0.9646  C8 1.083
42 H 1.0268 -2.1178 -1.3368  C9 1.082
43 H -0.2112 -2.2759 -2.5254  C9 1.084
44 H -0.1360 0.2387 -0.8545  C10 1.084
45 H -0.9454 -0.0631 -2.3637  C10 1.085
46 H 0.8360 0.6123 -3.5256  C11 1.081
47 H 1.9179 -0.5042 -2.6121  C11 1.083
48 H 1.9476 1.1590 -0.7800  C12 1.082
49 H 2.7254 1.6624 -2.2668  C12 1.083
50 H 0.3364 2.7063 -0.8960  C13 1.079
51 H 0.2247 2.6601 -2.6668  C13 1.081
52 H 2.7296 3.8020 -1.6829  C14 1.081
53 H 1.6421 4.3654 -2.9129  C14 1.083
54 H 0.5966 4.6832 -0.1430  C15 1.082
55 H 2.0734 5.5276 -0.4731  C15 1.084
56 H 0.2234 6.9820 -0.9242  C16 1.084
57 H 1.0422 6.6311 -2.4271  C16 1.082
58 H -1.1682 6.3728 -2.9955  C17 1.081
59 H -0.7917 4.7240 -2.6407  C17 1.081
60 H -1.5587 5.9346 -0.1827  C18 1.077
61 H -2.7192 6.4516 -1.4056  C18 1.077
62 H -4.3015 4.5495 -2.3883  C20 1.069
63 H -4.8182 2.0295 -1.6029  C21 1.066
64 H -2.9886 1.4076 0.2241  C22 1.067
65 H -1.3977 3.5487 0.4907  C23 1.067
66 H -0.8148 -0.3331 3.2031  C25 1.075
67 H -1.9396 -0.5760 4.4967  C25 1.076
68 H -3.5304 0.7089 3.5935  C26 1.078
69 H -3.4157 -0.1355 2.0699  C26 1.080
70 H -2.3420 1.1831 2.3582  C26 1.077
71 H -3.6565 -1.7785 4.9486  C28 1.081
72 H -3.9738 -3.4397 5.2643  C28 1.073
73 H -0.2652 -3.1411 6.7897  C30 1.079
74 H -0.2704 -1.8578 5.6143  C30 1.081
75 H -0.5331 -3.5107 5.0742  C30 1.079
76 H -2.0146 -2.2571 7.9633  N31 1.016
77 C -0.6011 1.6041 -7.1133  Cl78 1.773, Cl79 1.759, Cl80 1.770, H81 1.078
78 Cl 0.0317 2.7041 -5.8755  C77 1.773
79 Cl -1.2364 0.1353 -6.3825  C77 1.759
80 Cl -1.8637 2.3980 -8.0670  C77 1.770
81 H 0.2102 1.3437 -7.7732  C77 1.078
82 C -6.1822 2.5694 -4.9212  Cl83 1.765, Cl84 1.763, Cl85 1.759, H86 1.081
83 Cl -5.0794 3.9347 -5.1074  C82 1.765
84 Cl -7.8342 3.0457 -5.3106  C82 1.763
85 Cl -5.6597 1.2211 -5.9221  C82 1.759
86 H -6.1610 2.2537 -3.8872  C82 1.081
87 C 2.2862 1.8980 8.4111  Cl88 1.754, Cl89 1.765, Cl90 1.772, H91 1.085
88 Cl 3.3696 3.1881 8.9007  C87 1.754
89 Cl 2.7383 0.3536 9.1362  C87 1.765
90 Cl 0.6105 2.3137 8.8119  C87 1.772
91 H 2.3756 1.7827 7.3364  C87 1.085
92 C 4.1284 0.4951 13.2707  Cl93 1.763, Cl94 1.767, Cl95 1.763, H96 1.081
93 Cl 3.9326 1.6008 11.9119  C92 1.763
94 Cl 2.5710 -0.1982 13.7356  C92 1.767
95 Cl 5.2857 -0.7761 12.8810  C92 1.763
96 H 4.5107 1.0535 14.1138  C92 1.081
97 C 3.6861 0.1717 -7.6428  Cl98 1.757, Cl99 1.767, Cl100 1.758, H101 1.076
98 Cl 3.0727 -0.9824 -8.8171  C97 1.757
99 Cl 2.7650 1.6768 -7.7406  C97 1.767
100 Cl 3.7365 -0.5189 -6.0271  C97 1.758
101 H 4.7055 0.4063 -7.8940  C97 1.076
102 C 4.9629 2.3685 -11.5550  Cl103 1.758, Cl104 1.764, Cl105 1.770, H106 1.081
103 Cl 4.8183 1.0552 -12.7151  C102 1.758
104 Cl 3.3989 3.1310 -11.2675  C102 1.764
105 Cl 5.6694 1.7900 -10.0384  C102 1.770
106 H 5.6296 3.1143 -11.9648  C102 1.081
107 C 2.3073 6.7325 11.3515  Cl108 1.762, Cl109 1.765, Cl110 1.764, H111 1.081
108 Cl 2.6907 8.1388 10.3619  C107 1.762
109 Cl 1.5192 5.4825 10.3869  C107 1.765
110 Cl 3.7586 6.0912 12.1218  C107 1.764
111 H 1.6224 7.0431 12.1280  C107 1.081
112 C 2.5996 -4.1755 2.9575  Cl113 1.772, Cl114 1.759, Cl115 1.773, H116 1.082
113 Cl 3.2180 -2.7597 3.8253  C112 1.772
114 Cl 2.9679 -5.6379 3.8633  C112 1.759
115 Cl 0.8594 -4.1008 2.6269  C112 1.773
116 H 3.1116 -4.2404 2.0065  C112 1.082
117 C -1.0030 -0.2889 -10.8923  Cl118 1.765, Cl119 1.765, Cl120 1.759, H121 1.083
118 Cl -0.8417 -1.7799 -9.9610  C117 1.765
119 Cl 0.4187 0.7325 -10.6652  C117 1.765
120 Cl -1.2633 -0.6444 -12.5949  C117 1.759
121 H -1.8635 0.2512 -10.5181  C117 1.083
122 C -1.0834 3.9427 -12.7668  Cl123 1.759, Cl124 1.764, Cl125 1.768, H126 1.082
123 Cl -1.8280 2.9107 -13.9814  C122 1.759
124 Cl -1.6153 5.6137 -12.9591  C122 1.764
125 Cl -1.4242 3.3650 -11.1311  C122 1.768
126 H -0.0116 3.9146 -12.9105  C122 1.082
127 C 5.6408 -1.0021 -1.1475  Cl128 1.764, Cl129 1.755, Cl130 1.768, H131 1.082
128 Cl 6.8712 -2.2553 -0.9871  C127 1.764
129 Cl 5.2824 -0.7164 -2.8411  C127 1.755
130 Cl 4.2200 -1.4375 -0.1893  C127 1.768
131 H 6.0371 -0.0840 -0.7342  C127 1.082
132 C -2.8141 -4.5267 10.3893  Cl133 1.764, Cl134 1.756, Cl135 1.770, H136 1.082
133 Cl -3.4493 -5.1425 8.8626  C132 1.764
134 Cl -2.9143 -5.7404 11.6550  C132 1.756
135 Cl -1.1491 -3.9635 10.1829  C132 1.770
136 H -3.4160 -3.6775 10.6830  C132 1.082
137 C 4.3427 1.1540 4.1401  Cl138 1.757, Cl139 1.775, Cl140 1.764, H141 1.082
138 Cl 4.6611 2.8147 3.6612  C137 1.757
139 Cl 2.8647 1.0860 5.1210  C137 1.775
140 Cl 4.3401 0.0851 2.7371  C137 1.764
141 H 5.1482 0.8343 4.7875  C137 1.082
142 C 6.7786 2.4140 -5.2149  Cl143 1.764, Cl144 1.760, Cl145 1.765, H146 1.081
143 Cl 5.1979 2.9133 -4.6129  C142 1.764
144 Cl 7.5923 1.3593 -4.0651  C142 1.760
145 Cl 6.6334 1.6157 -6.7824  C142 1.765
146 H 7.3856 3.2983 -5.3510  C142 1.081
147 C 1.8452 -5.8678 -9.1458  Cl148 1.763, Cl149 1.765, Cl150 1.762, H151 1.081
148 Cl 2.4153 -4.2007 -9.1980  C147 1.763
149 Cl 0.0810 -5.9208 -9.1189  C147 1.765
150 Cl 2.4799 -6.7959 -10.5019  C147 1.762
151 H 2.2079 -6.3172 -8.2322  C147 1.081
152 C -6.8240 -9.0142 4.9815  Cl153 1.768, Cl154 1.769, Cl155 1.754, H156 1.081
153 Cl -7.0851 -7.3355 5.4710  C152 1.768
154 Cl -5.1117 -9.4365 5.1126  C152 1.769
155 Cl -7.8157 -10.1061 5.9313  C152 1.754
156 H -7.1122 -9.1085 3.9437  C152 1.081

Summary:
**E_tot**: -24016.29810 Eh
**HOMO energy**: -9.884 eV
**Strongest force on any atom**: 1.08 eV/A
**Net charge**: +1
**Frontier orbital gap**: 7.9 eV
**Energy above the lowest of the compared OMol25 structures with the same formula, charge and spin**: 0.00 kcal/mol

Mulliken population analysis, charges in e, atoms 1 to 6: C -0.708; C -0.660; N -0.106; C 0.606; N -0.572; C -0.799

---

No. 2
Formula: C34H43N7O6
Source: the Open Molecules 2025 dataset
Level of theory: wB97M-V/def2-TZVPD

Last columns: bonded neighbours and bond lengths (Å).
Atoms and positions in Å:
1 C 0.1888 -0.4842 -4.7139  C2 1.526, O6 1.456, H7 1.128, H8 1.051
2 C -0.3641 0.8789 -4.3082  C1 1.526, O3 1.498, H9 1.088, H10 1.102
3 O -0.9517 0.6000 -2.9586  C2 1.498, C4 1.309
4 C -0.6920 -0.6451 -2.6480  O3 1.309, O5 1.219, O6 1.262
5 O -0.9328 -1.1085 -1.5460  C4 1.219
6 O -0.0703 -1.2961 -3.5329  C1 1.456, C4 1.262
7 H 1.2893 -0.4133 -4.9528  C1 1.128
8 H -0.2692 -0.9121 -5.5569  C1 1.051
9 H -1.1245 1.2327 -5.0009  C2 1.088
10 H 0.3554 1.6547 -3.9984  C2 1.102
11 C -0.0018 3.6855 2.5820  C12 1.488, O16 1.396, H17 1.119, H18 1.164
12 C 1.4644 3.8887 2.4263  C11 1.488, O13 1.511, H19 1.086, H20 1.083
13 O 1.5618 4.2725 0.9684  C12 1.511, C14 1.351
14 C 0.4679 3.8259 0.3126  O13 1.351, O15 1.178, O16 1.399
15 O 0.2728 3.8333 -0.8488  C14 1.178
16 O -0.4423 3.4031 1.2878  C11 1.396, C14 1.399
17 H -0.4848 4.6549 2.8646  C11 1.119
18 H -0.2375 2.9053 3.4123  C11 1.164
19 H 2.0009 2.9506 2.5374  C12 1.086
20 H 1.8796 4.6479 3.0779  C12 1.083
21 N -2.6345 -3.4249 -1.2314  C22 1.354, C25 1.407, H26 0.990
22 C -3.9822 -3.2973 -1.2623  N21 1.354, C23 1.370, H27 1.052
23 C -4.5781 -4.5179 -1.0836  C22 1.370, C24 1.451, H28 1.045
24 C -3.5034 -5.4853 -0.9647  C23 1.451, C25 1.373, H29 1.059
25 C -2.3259 -4.7839 -1.0389  N21 1.407, C24 1.373, H30 1.107
26 H -2.0417 -2.6581 -1.4317  N21 0.990
27 H -4.4354 -2.3634 -1.4358  C22 1.052
28 H -5.6135 -4.6606 -1.0587  C23 1.045
29 H -3.6537 -6.5051 -0.7223  C24 1.059
30 H -1.2636 -5.0291 -0.8455  C25 1.107
31 N 5.4024 3.7542 -2.0386  C32 1.380, C35 1.364, H36 0.994
32 C 4.6435 3.8666 -0.8919  N31 1.380, C33 1.357, H37 1.098
33 C 4.5613 2.6287 -0.3431  C32 1.357, C34 1.462, H38 1.122
34 C 5.2310 1.6408 -1.1881  C33 1.462, C35 1.408, H39 1.084
35 C 5.7467 2.4466 -2.2216  N31 1.364, C34 1.408, H40 1.061
36 H 5.7656 4.5084 -2.5745  N31 0.994
37 H 4.2170 4.8244 -0.5647  C32 1.098
38 H 3.9229 2.4426 0.5601  C33 1.122
39 H 5.4446 0.5943 -1.0029  C34 1.084
40 H 6.3212 2.1318 -3.0565  C35 1.061
41 N 1.3183 3.8017 -3.8229  C42 1.375, C45 1.369, H46 1.004
42 C 0.6157 4.4594 -4.8051  N41 1.375, C43 1.352, H47 1.080
43 C 1.2915 4.3464 -5.9704  C42 1.352, C44 1.443, H48 1.076
44 C 2.4409 3.5186 -5.6930  C43 1.443, C45 1.358, H49 1.094
45 C 2.4069 3.1841 -4.3769  N41 1.369, C44 1.358, H50 1.101
46 H 0.9556 3.7453 -2.8885  N41 1.004
47 H -0.3082 4.9712 -4.5813  C42 1.080
48 H 1.0006 4.8060 -6.8992  C43 1.076
49 H 3.1595 3.2157 -6.4600  C44 1.094
50 H 2.9637 2.4742 -3.7462  C45 1.101
51 N -3.0077 1.8205 0.1860  C52 1.391, C55 1.343, H56 1.002
52 C -3.5195 1.6195 -1.0921  N51 1.391, C53 1.392, H57 1.083
53 C -4.8714 1.3179 -0.9542  C52 1.392, C54 1.395, H58 1.114
54 C -5.1642 1.4389 0.4047  C53 1.395, C55 1.335, H59 1.087
55 C -4.0245 1.6876 1.0539  N51 1.343, C54 1.335, H60 1.069
56 H -2.0416 2.0150 0.3663  N51 1.002
57 H -2.8898 1.6745 -1.9718  C52 1.083
58 H -5.5336 0.9807 -1.7848  C53 1.114
59 H -6.1044 1.2139 0.9023  C54 1.087
60 H -3.8530 1.7503 2.1076  C55 1.069
61 N 1.7395 -4.5474 2.8460  C62 1.405, C65 1.469, H66 0.989
62 C 2.8771 -3.7560 2.6142  N61 1.405, C63 1.376, H67 1.104
63 C 3.6583 -3.7037 3.7460  C62 1.376, C64 1.421, H68 1.106
64 C 3.0943 -4.5935 4.6994  C63 1.421, C65 1.336, H69 1.086
65 C 1.9678 -5.0985 4.1889  N61 1.469, C64 1.336, H70 1.108
66 H 0.9666 -4.7351 2.2580  N61 0.989
67 H 2.9650 -3.2965 1.6147  C62 1.104
68 H 4.5974 -3.1190 3.7304  C63 1.106
69 H 3.3449 -4.8035 5.7352  C64 1.086
70 H 1.4227 -6.0142 4.4912  C65 1.108
71 N -2.5496 -3.9697 2.5016  C72 1.362, C75 1.389, H76 1.003
72 C -1.7551 -2.9085 2.8144  N71 1.362, C73 1.376, H77 1.071
73 C -1.8265 -2.7369 4.1779  C72 1.376, C74 1.403, H78 1.060
74 C -2.7407 -3.6994 4.6336  C73 1.403, C75 1.341, H79 1.116
75 C -3.1809 -4.4749 3.6314  N71 1.389, C74 1.341, H80 1.125
76 H -2.7549 -4.2060 1.5486  N71 1.003
77 H -1.0558 -2.5047 2.1115  C72 1.071
78 H -1.3487 -2.0415 4.8195  C73 1.060
79 H -3.0314 -3.9061 5.6914  C74 1.116
80 H -3.9676 -5.2771 3.5724  C75 1.125
81 N -0.9023 -0.0260 2.0566  C82 1.320, C85 1.340, H86 0.972
82 C -0.5504 0.1408 3.3176  N81 1.320, C83 1.446, H87 1.042
83 C 0.8801 0.3474 3.2847  C82 1.446, C84 1.416, H88 1.112
84 C 1.2880 0.2524 1.9318  C83 1.416, C85 1.379, H89 1.075
85 C 0.1215 0.1285 1.2066  N81 1.340, C84 1.379, H90 1.063
86 H -1.8159 -0.1446 1.7473  N81 0.972
87 H -1.1787 0.1062 4.1477  C82 1.042
88 H 1.5279 0.5375 4.1687  C83 1.112
89 H 2.3005 0.2605 1.5698  C84 1.075
90 H -0.0625 0.0609 0.1615  C85 1.063

Summary:
**E_tot**: -2156.00794 Eh
**SMILES**: c1cc[nH]c1.c1cc[nH]c1.c1cc[nH]c1.c1cc[nH]c1.c1cc[nH]c1.c1cc[nH]c1.c1cc[nH]c1.O=C1OCCO1.O=C1OCCO1
**HOMO energy**: -7.959 eV
**Strongest force on any atom**: 4.96 eV/A
**Net charge**: 0
**Frontier orbital gap**: 8.3 eV
**Energy above the lowest of the compared OMol25 structures with the same formula, charge and spin**: 10.63 kcal/mol

Mulliken population analysis, charges in e, atoms 1 to 6: C -0.471; C 0.519; O -0.224; C 0.633; O -0.863; O -0.348

---

No. 3
Formula: C3H12N
Source: the Open Molecules 2025 dataset
Level of theory: wB97M-V/def2-TZVPD

Last columns: bonded neighbours and bond lengths (Å).
Atoms and positions in Å:
1 N -0.7275 3.1434 -0.8622  H2 1.025, H3 1.027, H4 1.018, H5 1.009
2 H -0.3416 3.4322 -1.7668  N1 1.025
3 H -0.5276 2.1439 -0.7333  N1 1.027
4 H -0.2873 3.6518 -0.0980  N1 1.018
5 H -1.7354 3.1780 -0.8746  N1 1.009
6 C -0.5852 -2.0804 -0.2364  C7 1.558, H9 1.084, H10 1.086, H11 1.079
7 C 0.8505 -1.6146 0.1490  C6 1.558, C8 1.529, H12 1.089, H13 1.092
8 C 0.8451 -0.5419 1.2384  C7 1.529, H14 1.092, H15 1.087, H16 1.086
9 H -0.9490 -1.5026 -1.0782  C6 1.084
10 H -1.2761 -1.9348 0.5893  C6 1.086
11 H -0.5709 -3.1183 -0.5323  C6 1.079
12 H 1.3519 -1.3673 -0.7855  C7 1.089
13 H 1.3668 -2.4992 0.5278  C7 1.092
14 H 1.8309 -0.0713 1.2579  C8 1.092
15 H 0.0474 0.1496 0.9778  C8 1.087
16 H 0.7081 -0.9685 2.2272  C8 1.086

Summary:
**E_tot**: -175.97400 Eh
**HOMO energy**: -14.204 eV
**Strongest force on any atom**: 1.58 eV/A
**Net charge**: +1
**Frontier orbital gap**: 9.6 eV
**Energy above the lowest of the compared OMol25 structures with the same formula, charge and spin**: 14.74 kcal/mol

natural (NBO) population analysis, charges in e, atoms 1 to 6: N -0.857; H 0.465; H 0.462; H 0.467; H 0.461; C -0.607